A 13-piece molecular cluster, C52H104IN2O16P2S overall. Source: OMol25; level of theory: ωB97M-V/def2-TZVPD.

Properties
* total energy: -128846.644 eV
* strongest force on any atom: 12.3 eV/Å
* HOMO: -0.38169 Eh
* ΔE to the lowest compared entry with this formula, charge and spin: 470.0 kJ/mol

Structure (ORCA input):
```
! RIJCOSX wB97M-V def2-TZVPD def2/J DEFGRID3
* xyz 1 1
C -3.36482 -2.94014 0.51452
C -2.27059 -4.15248 0.15469
C -1.54170 -3.75912 -1.25447
C 0.01582 -3.18633 -1.07932
P 0.31818 -1.65617 0.02807
S -0.34050 -1.79619 1.84829
C 0.20759 -2.49148 -2.59199
C 1.78584 -2.59750 -3.13616
C 1.53468 -3.16937 -4.66042
C 2.65933 -2.67388 -5.76153
C 4.20774 -3.03704 -5.36441
I 2.23567 -3.83406 -7.62046
C 2.41949 -1.10035 -2.92812
P 1.55799 0.29864 -3.89684
O 2.62126 1.27356 -4.61636
O 0.31883 -0.21004 -5.00599
O 0.73875 1.32105 -2.69661
N 2.33737 -3.57211 -2.07277
O 3.49617 -4.20321 -2.32605
C 3.30882 -5.51155 -2.96451
N 3.14879 -6.59488 -3.69508
C 1.25257 -4.29754 -1.26503
C 1.67594 -5.23644 0.00116
C 1.90998 -4.43349 1.42254
C 0.65329 -6.54916 0.17537
C 0.98512 -7.72770 -0.96447
H -3.55842 -2.98943 1.69058
H -2.90017 -1.89026 0.24457
H -4.36984 -3.06371 -0.10815
H -1.49783 -4.33529 1.01415
H -2.94798 -5.11870 -0.00936
H -1.45200 -4.73915 -1.90884
H -2.24448 -2.98196 -1.80682
H -0.19359 -0.41406 -0.51728
H 1.77765 -1.51868 0.13190
H -0.59088 -3.08673 -3.22304
H -0.25334 -1.42417 -2.44817
H 0.48343 -2.80958 -5.09878
H 1.50258 -4.34857 -4.73378
H 2.49972 -1.54148 -6.07819
H 4.51390 -2.78120 -4.26419
H 4.89790 -2.35686 -6.06030
H 4.51465 -4.15366 -5.63262
H 2.45162 -0.74195 -1.78993
H 3.56329 -1.08983 -3.27022
H -0.48945 -0.47124 -4.47011
H -0.26444 1.25712 -2.88226
H 2.65348 -2.86338 -1.34320
H 0.71947 -5.06441 -2.00842
H 2.73247 -5.73205 -0.25127
H 0.90700 -4.40555 2.02516
H 2.35796 -3.34752 1.20824
H 2.72251 -4.95203 2.12527
H -0.47276 -6.27643 0.01502
H 0.81502 -7.00899 1.25452
H 0.44216 -8.70935 -0.55590
H 2.13265 -7.91651 -1.09945
H 0.42609 -7.48950 -1.99214
C -2.42490 -1.10810 6.84877
C -1.40725 -1.85604 6.02971
O -1.67706 -2.27826 4.90647
C -0.04660 -2.06732 6.63804
H -3.35987 -1.03102 6.28366
H -2.62187 -1.64706 7.77899
H -2.06132 -0.09995 7.06266
H -0.13764 -2.64903 7.55881
H 0.42288 -1.10193 6.84257
H 0.58350 -2.62147 5.93422
C 3.04104 1.58419 1.78566
C 2.89241 0.95278 3.14400
O 3.32583 -0.17486 3.37490
C 2.19306 1.75446 4.20903
H 3.56483 0.89120 1.11869
H 2.05496 1.79667 1.36482
H 3.62697 2.50324 1.86529
H 1.16924 1.97447 3.89617
H 2.74118 2.68108 4.39657
H 2.15885 1.17349 5.13681
C 1.73508 6.25257 2.09642
C 1.58645 5.62116 3.45477
O 2.01986 4.49351 3.68566
C 0.88710 6.42284 4.51979
H 2.25887 5.55958 1.42945
H 0.74900 6.46505 1.67558
H 2.32101 7.17161 2.17605
H -0.13672 6.64284 4.20693
H 1.43522 7.34945 4.70733
H 0.85289 5.84186 5.44757
C 6.53322 6.91941 2.90536
C 5.78987 6.68751 1.61713
O 4.56351 6.76524 1.56463
C 6.60501 6.35693 0.39553
H 5.81689 7.14834 3.70154
H 7.08741 6.01882 3.18181
H 7.21468 7.76643 2.79376
H 7.16233 5.43130 0.56016
H 7.28968 7.17885 0.17216
H 5.93589 6.21573 -0.45993
C -3.35783 2.49566 -4.17678
C -3.29726 1.03678 -3.81089
O -2.28663 0.54520 -3.31118
C -4.52110 0.20258 -4.07993
H -2.40420 2.97249 -3.92644
H -3.53101 2.60248 -5.25066
H -4.15375 2.98756 -3.61212
H -4.74605 0.20722 -5.14945
H -5.36881 0.59236 -3.51099
H -4.33296 -0.82960 -3.76581
C -0.33091 -9.96221 3.93640
C 0.65823 -10.05550 2.80557
O 0.53712 -9.36807 1.79290
C 1.80141 -11.02236 2.96169
H -1.10096 -9.22511 3.68508
H -0.81166 -10.93162 4.09041
H 0.17716 -9.64009 4.84875
H 1.41566 -12.03896 3.07223
H 2.40442 -10.74750 3.83063
H 2.43458 -10.98289 2.06893
C -6.39451 0.86043 2.90199
C -5.37686 0.11249 2.08294
O -5.64668 -0.30974 0.95970
C -4.01622 -0.09879 2.69126
H -7.32948 0.93751 2.33689
H -6.59148 0.32146 3.83222
H -6.03093 1.86857 3.11588
H -4.10725 -0.68050 3.61204
H -3.54673 0.86660 2.89579
H -3.38611 -0.65294 1.98744
C -4.96548 -6.73909 -2.39235
C -5.89237 -6.60100 -1.21435
O -5.94544 -5.55954 -0.56222
C -6.75196 -7.78642 -0.86514
H -4.40760 -5.80623 -2.52647
H -4.25418 -7.54922 -2.21246
H -5.54351 -6.93442 -3.29900
H -6.12026 -8.64315 -0.61718
H -7.40952 -8.02842 -1.70375
H -7.36972 -7.54273 0.00576
C -4.25306 -4.14302 4.21544
C -5.57326 -4.23594 4.93260
O -6.03075 -3.27868 5.55478
C -6.31220 -5.54537 4.85899
H -3.83392 -3.14090 4.35517
H -3.55400 -4.87513 4.62767
H -4.39821 -4.31550 3.14611
H -5.70490 -6.33990 5.29991
H -6.54902 -5.78033 3.81835
H -7.24812 -5.46606 5.42222
C 1.02566 3.58043 -5.75731
C 0.04006 4.30756 -6.63238
O -0.89588 3.71615 -7.16811
C 0.24377 5.78636 -6.82656
H 0.75429 2.52053 -5.70813
H 2.03027 3.66503 -6.17943
H 1.00140 3.99498 -4.74645
H 1.21350 5.96921 -7.29634
H 0.18472 6.29916 -5.86335
H -0.54216 6.17810 -7.48103
C 1.23050 10.77093 0.12627
C 1.08186 10.13951 1.48462
O 1.51528 9.01187 1.71551
C 0.38251 10.94119 2.54964
H 1.75428 10.07794 -0.54070
H 0.24442 10.98340 -0.29457
H 1.81642 11.68997 0.20590
H -0.64131 11.16120 2.23678
H 0.93063 11.86781 2.73718
H 0.34830 10.36022 3.47742
C 3.56391 11.17480 -4.14006
C 3.27860 12.12520 -3.00815
O 2.40239 11.88588 -2.17886
C 4.10689 13.37974 -2.93003
H 2.89028 10.31414 -4.06981
H 3.39380 11.67490 -5.09691
H 4.59490 10.81830 -4.07491
H 3.96094 13.97805 -3.83292
H 5.16205 13.12146 -2.81102
H 3.79058 13.97006 -2.06346
*
```

Löwdin atomic charge list, values in e, 5 entries: -0.14, -0.25, -0.17, -0.40, 0.42